# 1
Entry from the Open Molecules 2025 dataset: a 2-piece molecular cluster, C18H27BBrClN3O9 overall (ωB97M-V with the def2-TZVPD basis set).

Properties
Gap between HOMO and LUMO   0.2775 Eh
Total charge   -1
Strongest force on any atom   0.0394 Eh/bohr
2S+1   1

Each line ends with the Mulliken charge.
Element x y z (Å)
1 C 5.32323 1.25527 -1.54777  -1.20
2 C 3.87024 1.46942 -1.04334  -0.47
3 C 2.81017 0.62994 -1.83633  0.01
4 N 1.77977 1.53500 -2.38997  -0.39
5 C 0.62163 1.65984 -1.56940  -0.02
6 C 0.76385 2.45685 -0.43863  -0.75
7 C -0.30800 2.58502 0.36301  0.34
8 C -1.53953 1.95357 0.07780  1.23
9 C -1.70419 1.18357 -1.03828  0.56
10 C -3.03148 0.51924 -1.35174  -0.32
11 Br -4.48650 1.83397 -1.57503  -0.09
12 C -3.39113 -0.65626 -0.39102  -0.31
13 C -4.67024 -0.49069 0.45162  -1.59
14 C -0.57739 1.03440 -1.86788  0.30
15 C -0.68453 0.13859 -3.10645  -1.74
16 C -0.85731 -1.33603 -2.61360  -0.16
17 C 0.50610 -2.04849 -2.42387  0.00
18 C 0.38583 -3.59069 -2.47292  -0.87
19 N 0.11455 -4.22426 -1.18562  -0.60
20 C -2.46706 2.34353 1.24884  -0.07
21 O -3.63721 2.58339 1.31089  -0.52
22 N -1.50087 2.46616 2.37716  -0.35
23 O -0.82687 1.19002 2.27733  0.05
24 B -0.38594 0.72132 3.55099  0.15
25 O 0.94744 0.35314 3.62022  -0.44
26 O -1.18107 0.58134 4.63334  -0.38
27 C -0.51336 3.33673 1.68456  -0.05
28 O -0.07408 4.38769 2.05695  -0.55
29 H 5.85640 2.20570 -1.53322  0.34
30 H 5.80559 0.54134 -0.87316  0.29
31 H 5.34391 0.79567 -2.53903  0.34
32 H 3.60935 2.52469 -1.12001  0.19
33 H 3.78224 1.21048 0.01709  0.32
34 H 2.38979 -0.10707 -1.14646  -0.16
35 H 3.31741 0.14132 -2.67189  0.43
36 H 1.53219 1.30498 -3.33876  0.52
37 H 1.69529 2.93797 -0.17466  0.38
38 H -2.93727 0.08978 -2.34445  0.34
39 H -3.54142 -1.55668 -0.99794  0.45
40 H -2.57497 -0.87764 0.30323  0.36
41 H -4.77651 -1.41472 1.03674  0.43
42 H -5.58027 -0.40731 -0.13963  0.41
43 H -4.54937 0.30999 1.18019  0.30
44 H 0.22947 0.13907 -3.69338  0.42
45 H -1.57574 0.43699 -3.66166  0.45
46 H -1.32823 -1.35583 -1.63041  -0.09
47 H -1.46626 -1.92399 -3.31089  0.50
48 H 1.22999 -1.69889 -3.17233  0.21
49 H 0.88852 -1.74484 -1.44276  0.06
50 H -0.45265 -3.85205 -3.12606  0.34
51 H 1.31928 -4.00080 -2.87084  0.34
52 H -0.84609 -4.10024 -0.89910  0.25
53 H 0.73951 -3.90466 -0.45815  0.25
54 H 1.14600 -0.12801 2.80690  0.24
55 H -0.95899 -0.29374 5.01348  0.42
56 O 1.91191 -0.68698 7.42106  -0.67
57 Cl 1.29050 -1.82886 6.80113  1.71
58 O 0.03712 -1.41989 6.18915  -0.79
59 O 1.01833 -2.83884 7.79407  -0.67
60 O 2.15894 -2.36852 5.78091  -0.67

---

# 2
Entry from the Open Molecules 2025 dataset: C6H6Cl2 in the gas phase (ωB97M-V with the def2-TZVPD basis set).

Properties
Gap between HOMO and LUMO   0.3306 Eh
SMILES   C=C/C(Cl)=C(/Cl)C=C
Strongest force on any atom   0.0237 Eh/bohr
2S+1   1
ΔE to the lowest compared entry with this formula, charge and spin   30.2 kcal/mol

Each line ends with the Mulliken charge.
Element x y z (Å)
1 C -1.12802 -0.58852 -1.50189  -0.66
2 C -1.22624 -1.01339 -0.24564  -0.33
3 C -0.05532 -1.16538 0.62448  0.32
4 Cl -0.11556 -2.73577 1.47334  -0.20
5 C 1.04449 -0.38274 0.72056  0.35
6 Cl 2.43697 -0.92392 1.62115  -0.18
7 C 1.17948 0.98599 0.20492  -0.40
8 C 0.27225 1.94213 0.37562  -0.60
9 H -2.00957 -0.51084 -2.13665  0.27
10 H -0.17716 -0.29482 -1.94237  0.28
11 H -2.20144 -1.25208 0.19898  0.30
12 H 2.12809 1.22310 -0.29833  0.30
13 H -0.60997 1.76477 0.95436  0.30
14 H 0.46200 2.95146 -0.04853  0.25

---

no.,E_LUMO (Eh)
1,0.0558
2,0.0066